Below is a molecular structure, C18H11ClCoN3O8, with properties calculated with ωB97M-V/def2-TZVPD.

Geometry as ORCA input:
```
! wB97M-V def2-TZVPD RIJCOSX def2/J DEFGRID3
* xyz 2 1
Co -0.066 1.113 -0.026
O 1.799 1.211 -3.494
C 1.393 1.174 -2.277
O 0.240 0.878 -1.923
C 2.401 1.523 -1.212
C 3.776 1.671 -1.269
C 4.439 1.884 -0.062
C 3.754 1.937 1.154
C 2.379 1.784 1.121
N 1.771 1.593 -0.046
C 1.336 1.683 2.214
O 1.567 1.955 3.451
O 0.201 1.311 1.881
H 1.092 0.988 -4.133
H 4.314 1.615 -2.206
H 5.516 1.994 -0.061
H 4.303 2.081 2.076
H 2.461 2.276 3.648
O -5.706 1.467 0.160
C -5.325 0.212 0.340
O -6.092 -0.676 0.564
C -3.856 -0.080 0.245
C -3.269 -1.347 0.346
Cl -3.998 -2.828 0.655
N -1.923 -1.214 0.218
N -1.638 0.082 0.042
C -2.767 0.764 0.052
C -2.528 2.225 -0.127
O -3.362 3.072 -0.225
O -1.211 2.491 -0.185
C -0.871 -2.166 0.081
C -1.072 -3.371 -0.569
C 0.005 -4.237 -0.707
C 1.261 -3.905 -0.216
C 1.450 -2.689 0.426
C 0.380 -1.818 0.582
H -4.986 2.107 0.001
H -2.028 -3.635 -0.998
H -0.145 -5.179 -1.216
H 2.085 -4.596 -0.324
H 2.418 -2.435 0.839
H 0.504 -0.918 1.180
*
```

Properties
- LUMO (spin up / spin down): -9.377 / -9.369 eV
- Orbital gap (spin up / spin down): 5.9 / 5.9 eV


Below is 2 unconnected molecules or ions with the total composition C9H11O3, with properties calculated with ωB97M-V/def2-TZVPD.

Geometry as ORCA input:
```
! wB97M-V def2-TZVPD RIJCOSX def2/J DEFGRID3
* xyz 0 2
C -0.409 3.079 0.762
C -0.802 2.999 -0.717
O -0.475 3.833 -1.531
O -1.554 2.070 -1.341
H -0.668 2.052 1.166
H -0.996 3.715 1.473
H 0.654 3.145 0.903
C 2.553 -2.076 -0.104
C -1.556 -0.717 0.177
C -0.874 -0.748 -1.067
C -1.019 -1.553 1.173
C 0.366 -1.414 -1.189
C 0.326 -1.988 1.083
C 1.077 -1.957 -0.098
O -2.489 0.145 0.447
H -2.186 1.566 -0.782
H -1.465 -0.370 -1.916
H -1.585 -1.828 2.093
H 0.939 -1.577 -2.176
H 1.057 -2.239 1.904
H 3.118 -2.851 -0.627
H 3.032 -2.186 0.843
H 2.955 -1.101 -0.477
*
```

Properties
- Energy above the lowest of the compared OMol25 structures with the same formula, charge and spin: 39.9 kcal per mole
- LUMO (spin up / spin down): 0.471 / -2.525 eV
- Orbital gap (spin up / spin down): 9.7 / 7.0 eV


Below is a gas-phase ion, C9H20NP2 (charge +1), with properties calculated with ωB97M-V/def2-TZVPD.

Geometry as ORCA input:
```
! wB97M-V def2-TZVPD RIJCOSX def2/J DEFGRID3
* xyz 1 1
C 0.888 0.146 -4.075
C -1.536 1.846 0.665
C -0.951 2.583 -0.458
C -1.482 0.293 0.423
C 0.949 -0.129 -1.463
C -2.008 -0.643 1.493
C 2.477 0.289 1.980
C -0.145 -2.768 -0.669
C 1.030 0.701 1.499
N 0.259 -1.811 0.434
P -0.135 -0.197 -2.804
P 0.224 -0.226 0.202
H 0.452 0.335 -5.090
H 1.947 0.480 -4.183
H -0.973 2.130 1.556
H -2.598 2.124 0.653
H -1.216 2.109 -1.358
H -0.212 3.314 -0.369
H -1.972 0.063 -0.573
H 1.970 0.309 -1.511
H -1.202 -0.833 2.304
H -2.270 -1.646 1.001
H -2.911 -0.145 2.087
H 3.162 -0.089 1.134
H 3.041 1.205 2.227
H 2.510 -0.458 2.810
H 0.246 -2.390 -1.570
H 0.393 -3.797 -0.609
H -1.246 -2.954 -0.596
H 0.983 1.805 1.257
H 0.229 0.538 2.219
H 0.096 -2.186 1.382
*
```

Properties
- Energy above the lowest of the compared OMol25 structures with the same formula, charge and spin: 57.4 kcal per mole
- LUMO (spin up / spin down): -5.292 / -3.279 eV
- Orbital gap (spin up / spin down): 6.4 / 9.3 eV


Below is 6 unconnected molecules or ions with the total composition C24H30N6, with properties calculated with ωB97M-V/def2-TZVPD.

Geometry as ORCA input:
```
! wB97M-V def2-TZVPD RIJCOSX def2/J DEFGRID3
* xyz 0 1
C 0.947 -3.197 -4.207
C 0.976 -4.648 -4.105
C 1.394 -4.932 -2.806
N 1.901 -3.722 -2.310
C 1.573 -2.637 -3.079
H 0.373 -2.697 -4.972
H 0.507 -5.153 -4.936
H 1.580 -5.805 -2.197
H 2.260 -3.666 -1.367
H 1.802 -1.655 -2.694
C 1.362 5.919 -3.014
C 1.583 5.093 -1.839
C 1.691 5.889 -0.733
N 1.446 7.152 -1.222
C 1.385 7.277 -2.580
H 1.462 5.642 -4.053
H 1.703 4.028 -1.710
H 2.056 5.797 0.279
H 1.483 8.021 -0.709
H 1.395 8.282 -2.974
C 2.501 -3.406 0.853
C 1.390 -4.183 1.202
C 1.640 -5.505 0.767
N 2.982 -5.481 0.401
C 3.488 -4.242 0.403
H 2.594 -2.367 1.132
H 0.556 -3.711 1.701
H 1.053 -6.408 0.699
H 3.569 -6.278 0.199
H 4.548 -4.083 0.273
C -3.049 -3.863 5.654
C -1.766 -3.375 5.788
C -1.078 -3.339 4.637
N -1.932 -3.810 3.687
C -3.157 -4.161 4.272
H -3.811 -4.077 6.388
H -1.378 -3.012 6.729
H -0.115 -2.919 4.383
H -1.753 -3.931 2.701
H -3.952 -4.483 3.615
C -0.959 0.447 1.910
C -0.324 1.570 1.477
C 0.195 1.329 0.207
N -0.220 0.005 -0.094
C -0.877 -0.552 0.961
H -1.383 0.249 2.884
H -0.248 2.496 2.027
H 0.634 2.017 -0.500
H 0.212 -0.535 -0.830
H -1.182 -1.579 1.099
C -3.698 4.998 -0.758
C -3.605 5.946 -1.722
C -2.214 5.967 -2.109
N -1.576 4.964 -1.409
C -2.465 4.461 -0.544
H -4.585 4.645 -0.254
H -4.437 6.425 -2.216
H -1.746 6.528 -2.904
H -0.621 4.649 -1.505
H -2.108 3.615 0.023
*
```

Properties
- Energy above the lowest of the compared OMol25 structures with the same formula, charge and spin: 58.2 kcal per mole
- LUMO: 0.523 eV
- Orbital gap: 8.0 eV
- SMILES: c1cc[nH]c1.c1cc[nH]c1.c1cc[nH]c1.c1cc[nH]c1.c1cc[nH]c1.c1cc[nH]c1


Below is 2 unconnected molecules or ions with the total composition C6H12O, with properties calculated with ωB97M-V/def2-TZVPD.

Geometry as ORCA input:
```
! wB97M-V def2-TZVPD RIJCOSX def2/J DEFGRID3
* xyz 0 1
C -1.271 0.167 1.957
C 0.041 0.031 1.844
C 0.764 -0.510 0.782
C 0.537 -1.645 0.012
C 1.971 0.258 0.294
C 1.789 0.973 -1.064
H -1.668 0.796 2.753
H -1.997 -0.212 1.207
H 0.618 0.561 2.630
H 0.062 -2.529 0.472
H 0.992 -1.596 -1.043
H 2.783 -0.404 0.012
H 2.310 0.969 0.968
H 1.210 0.319 -1.621
H 1.106 1.916 -0.895
H 2.753 1.240 -1.528
O -4.329 -0.327 -2.278
H -4.178 0.526 -2.623
H -3.495 -0.531 -1.880
*
```

Properties
- Energy above the lowest of the compared OMol25 structures with the same formula, charge and spin: 65.8 kcal per mole
- LUMO: 0.486 eV
- Orbital gap: 9.1 eV
- SMILES: C=CC(=C)CC.O


Below is 6 unconnected molecules or ions with the total composition C7H28B2F3NO5S, with properties calculated with ωB97M-V/def2-TZVPD.

Geometry as ORCA input:
```
! wB97M-V def2-TZVPD RIJCOSX def2/J DEFGRID3
* xyz -2 1
N 0.513 0.005 0.452
H 1.215 0.229 -0.252
H -0.380 0.535 0.322
H 0.924 0.004 1.443
H 0.172 -0.956 0.192
B 2.295 0.053 2.793
H 2.624 -0.023 3.924
H 1.476 0.904 2.735
H 3.195 0.277 2.050
H 1.765 -0.944 2.473
B -2.674 0.498 2.625
H -3.163 0.675 3.687
H -3.033 1.365 1.892
H -1.504 0.579 2.712
H -2.930 -0.580 2.225
C 0.579 -5.160 0.227
F 1.604 -5.354 1.040
F 1.045 -4.868 -1.008
F -0.114 -6.299 0.118
S -0.591 -3.797 0.846
O -1.912 -4.376 0.680
O -0.176 -3.599 2.216
O -0.315 -2.644 -0.016
C -2.025 0.195 -2.305
C -2.754 0.997 -1.241
C -3.841 0.107 -0.610
O -1.872 1.403 -0.208
H -1.108 0.737 -2.561
H -2.723 -0.020 -3.115
H -1.663 -0.777 -1.955
H -3.237 1.861 -1.722
H -4.376 -0.309 -1.481
H -4.623 0.641 -0.072
H -3.471 -0.708 0.005
H -2.304 1.254 0.687
C 2.770 2.410 -0.136
C 2.364 2.383 -1.612
C 3.490 2.633 -2.649
O 1.836 1.058 -1.865
H 3.198 3.380 0.125
H 3.447 1.583 0.065
H 1.865 2.333 0.464
H 1.627 3.172 -1.799
H 4.241 3.278 -2.194
H 3.057 3.109 -3.529
H 3.894 1.646 -2.871
H 1.596 1.110 -2.797
*
```

Properties
- LUMO: 4.353 eV
- Orbital gap: 7.2 eV


Below is 2 unconnected molecules or ions with the total composition C2H3ClN2O, with properties calculated with ωB97M-V/def2-TZVPD.

Geometry as ORCA input:
```
! wB97M-V def2-TZVPD RIJCOSX def2/J DEFGRID3
* xyz 0 1
C -1.664 -1.240 -0.586
C -0.415 0.914 -0.406
N -0.951 -0.284 -0.459
N 1.619 -0.012 1.360
O 1.300 1.012 0.875
Cl 2.802 -1.030 0.367
H -1.930 -2.190 -0.032
H 0.011 1.073 -1.387
H -0.771 1.757 0.268
*
```

Properties
- Energy above the lowest of the compared OMol25 structures with the same formula, charge and spin: 149.2 kcal per mole
- LUMO (spin up / spin down): -0.893 / -0.902 eV
- Orbital gap (spin up / spin down): 6.9 / 6.9 eV


Below is a gas-phase ion, C5H13N2 (charge +1), with properties calculated with ωB97M-V/def2-TZVPD.

Geometry as ORCA input:
```
! wB97M-V def2-TZVPD RIJCOSX def2/J DEFGRID3
* xyz 1 1
C -0.526 -2.974 1.320
N 0.268 -1.790 1.263
C -0.355 -0.729 0.644
C -0.544 0.690 0.753
C -0.870 1.471 -0.479
C 0.160 1.684 -1.624
N 1.640 1.618 -1.014
H -1.389 -2.750 0.740
H 0.067 -3.822 0.856
H -0.597 -3.473 2.292
H 0.951 -1.795 2.100
H -0.925 -1.044 -0.165
H -0.997 1.197 1.632
H -1.171 2.555 -0.161
H -1.889 0.948 -0.703
H 0.259 0.747 -2.250
H 0.064 2.609 -2.283
H 2.183 0.866 -1.260
H 1.477 1.762 0.032
H 2.197 2.231 -1.693
*
```

Properties
- Energy above the lowest of the compared OMol25 structures with the same formula, charge and spin: 124.4 kcal per mole
- LUMO: -3.442 eV
- Orbital gap: 7.8 eV
- SMILES: CN/C=C/CC[NH3+]


Below is a single C9H18N2O3 molecule, with properties calculated with ωB97M-V/def2-TZVPD.

Geometry as ORCA input:
```
! wB97M-V def2-TZVPD RIJCOSX def2/J DEFGRID3
* xyz 0 1
C -2.604 -1.920 -1.361
C -2.123 -0.532 -0.947
C -1.559 -0.483 0.488
C -2.648 -0.737 1.543
C -0.864 0.874 0.772
N -1.793 1.972 0.562
C 0.397 1.011 -0.091
O 0.420 1.726 -1.076
N 1.480 0.279 0.343
C 2.652 0.047 -0.522
C 3.373 1.346 -0.888
C 3.636 -0.852 0.234
O 4.287 -1.697 -0.288
O 3.754 -0.576 1.552
H -3.453 -2.260 -0.762
H -2.930 -1.886 -2.388
H -1.850 -2.698 -1.270
H -1.336 -0.167 -1.640
H -2.934 0.198 -1.035
H -0.812 -1.268 0.598
H -3.135 -1.703 1.362
H -3.400 0.046 1.481
H -2.192 -0.744 2.557
H -0.568 0.852 1.815
H -1.780 2.232 -0.418
H -1.443 2.797 1.045
H 1.219 -0.507 0.985
H 2.359 -0.477 -1.437
H 2.721 1.958 -1.482
H 4.265 1.097 -1.482
H 3.660 1.912 0.008
H 3.200 0.162 1.741
*
```

Properties
- Energy above the lowest of the compared OMol25 structures with the same formula, charge and spin: 5.6 kcal per mole
- LUMO: 0.382 eV
- Orbital gap: 10.1 eV
- SMILES: CC[C@H](C)[C@H](N)C(=O)N[C@@H](C)C(=O)O


Below is a single C22H43N3O3S molecule, with properties calculated with ωB97M-V/def2-TZVPD.

Geometry as ORCA input:
```
! wB97M-V def2-TZVPD RIJCOSX def2/J DEFGRID3
* xyz 0 1
C -1.884 5.552 -0.141
C -0.793 4.766 -0.867
C -1.398 3.893 -1.961
C -0.026 3.913 0.154
N 1.108 3.172 -0.360
C 2.155 3.868 -1.080
C 2.887 4.918 -0.238
C 3.969 5.576 -1.092
C 3.498 4.288 1.009
S 0.847 1.653 -0.961
O 0.986 1.607 -2.386
O -0.373 1.139 -0.402
N 2.207 0.900 -0.335
C 2.175 0.717 1.102
C 1.210 -0.385 1.544
C 1.425 -1.680 0.749
C 0.285 -2.676 1.008
O 0.510 -3.781 1.463
N -0.927 -2.184 0.691
C -2.209 -2.880 0.650
C -2.415 -3.534 -0.725
C -1.425 -4.618 -1.140
C -1.412 -5.889 -0.289
C -2.798 -6.453 0.050
C -3.278 -6.165 1.475
C -3.606 -4.710 1.820
C -2.386 -3.784 1.877
C 1.548 -1.423 -0.759
C 2.564 -0.319 -1.037
H -2.433 6.173 -0.844
H -1.456 6.196 0.624
H -2.586 4.871 0.336
H -0.099 5.481 -1.321
H -0.631 3.313 -2.468
H -1.913 4.508 -2.697
H -2.112 3.194 -1.531
H 0.328 4.548 0.973
H -0.698 3.158 0.567
H 1.761 4.331 -1.994
H 2.857 3.087 -1.381
H 2.171 5.687 0.067
H 4.484 6.345 -0.522
H 4.699 4.837 -1.412
H 3.537 6.036 -1.977
H 4.188 3.495 0.730
H 2.724 3.860 1.639
H 4.040 5.035 1.585
H 1.876 1.672 1.533
H 3.197 0.487 1.421
H 1.352 -0.586 2.608
H 0.196 -0.017 1.398
H 2.347 -2.161 1.094
H -0.942 -1.270 0.261
H -2.970 -2.088 0.720
H -3.429 -3.929 -0.768
H -2.356 -2.731 -1.468
H -0.415 -4.201 -1.144
H -1.668 -4.889 -2.172
H -0.853 -6.640 -0.853
H -0.849 -5.706 0.624
H -3.536 -6.094 -0.670
H -2.764 -7.541 -0.053
H -2.520 -6.523 2.174
H -4.182 -6.757 1.645
H -4.352 -4.320 1.126
H -4.073 -4.720 2.808
H -1.486 -4.372 2.028
H -2.476 -3.119 2.739
H 1.849 -2.344 -1.263
H 0.593 -1.098 -1.175
H 2.588 -0.077 -2.100
H 3.566 -0.612 -0.708
*
```

Properties
- Energy above the lowest of the compared OMol25 structures with the same formula, charge and spin: 2.4 kcal per mole
- LUMO: 0.718 eV
- Orbital gap: 9.7 eV
- SMILES: CC(C)CN(CC(C)C)S(=O)(=O)N1CCC(C(=O)NC2CCCCCCC2)CC1


Below is a single C4H7F molecule, with properties calculated with ωB97M-V/def2-TZVPD.

Geometry as ORCA input:
```
! wB97M-V def2-TZVPD RIJCOSX def2/J DEFGRID3
* xyz 0 1
C -2.053 -0.339 0.436
C -0.588 0.159 -0.280
C 0.470 1.045 -0.279
C 1.635 0.835 -1.212
F 0.471 2.148 0.607
H -2.180 0.296 1.315
H -2.769 -0.199 -0.375
H -1.787 -1.328 0.591
H -0.502 -0.450 -1.202
H 2.469 1.633 -0.953
H 1.281 0.781 -2.292
H 1.981 -0.158 -0.857
*
```

Properties
- Energy above the lowest of the compared OMol25 structures with the same formula, charge and spin: 31.9 kcal per mole
- LUMO: 0.968 eV
- Orbital gap: 9.9 eV
- SMILES: C/C=C(/C)F


Below is a molecular structure, C26H34AsIrN5, with properties calculated with ωB97M-V/def2-TZVPD.

Geometry as ORCA input:
```
! wB97M-V def2-TZVPD RIJCOSX def2/J DEFGRID3
* xyz 1 5
Ir 0.000 0.000 0.000
C 2.357 -6.264 1.240
C 2.172 -4.781 1.162
C 2.566 -3.959 2.216
C 2.359 -2.577 2.155
C 1.757 -1.951 1.045
N 1.588 -0.618 0.961
C 2.394 0.335 1.465
C 3.791 0.181 1.565
C 4.616 1.160 2.127
C 4.074 2.348 2.612
C 4.957 3.415 3.180
C 2.697 2.559 2.476
C 1.858 1.586 1.881
N 0.460 1.920 1.771
C -0.267 2.602 2.746
C -1.530 2.813 2.252
C -1.483 2.303 0.949
N -0.280 1.847 0.615
C 1.278 -2.805 0.013
C 1.519 -4.198 0.069
N 0.576 -2.318 -1.148
C 0.775 -2.788 -2.445
C -0.127 -2.152 -3.261
C -0.894 -1.370 -2.388
N -0.547 -1.525 -1.114
H 3.226 -6.519 1.856
H 2.531 -6.687 0.245
H 1.468 -6.731 1.674
H 3.038 -4.375 3.101
H 2.673 -1.966 2.999
H 4.249 -0.733 1.190
H 5.685 0.975 2.174
H 5.855 2.981 3.633
H 4.437 3.975 3.964
H 5.262 4.109 2.390
H 2.282 3.513 2.789
H 0.174 2.798 3.711
H -2.367 3.260 2.765
H -2.269 2.260 0.208
H 1.148 -4.845 -0.721
H 1.586 -3.467 -2.655
H -0.211 -2.234 -4.334
H -1.713 -0.704 -2.617
C -3.515 0.254 -3.838
C -2.820 1.470 -3.244
As -1.693 0.994 -1.676
C -3.096 0.920 -0.274
C -3.646 -0.491 -0.117
C -1.012 2.826 -1.271
C -2.073 3.920 -1.205
H -4.078 0.559 -4.745
H -4.237 -0.175 -3.120
H -2.767 -0.516 -4.121
H -3.585 2.222 -2.969
H -2.150 1.898 -4.020
H -3.914 1.633 -0.502
H -2.628 1.205 0.692
H -4.136 -0.842 -1.042
H -4.396 -0.508 0.702
H -2.823 -1.190 0.140
H -0.268 3.097 -2.049
H -0.490 2.778 -0.292
H -2.571 4.051 -2.185
H -1.585 4.883 -0.948
H -2.826 3.698 -0.424
H 1.300 0.656 -0.924
*
```

Properties
- LUMO (spin up / spin down): -2.649 / -4.527 eV
- Orbital gap (spin up / spin down): 5.7 / 6.2 eV


Computed largest force on an atom, in the same sequence as the records: 1.8 3.7 3.2 3.8 5.2 2.0 3.2 4.8 1.5 1.1 5.6 7.1 eV/Å.